1.
Molecular formula: C25H31N3O13P2SV
Method: DFT, the ωB97M-V functional and the def2-TZVPD basis

Last column: Mulliken spin population.
Element x y z (Å)
V: -0.96 0.06 -0.49  0.9548
O: -0.70 4.73 2.12  -0.0002
C: -0.79 4.33 0.99  0.0020
O: -1.86 3.64 0.56  -0.0013
C: 0.17 4.57 -0.14  -0.0048
C: 1.54 3.85 -0.08  0.0004
C: 2.45 4.57 -1.08  -0.0001
C: 1.75 4.18 -2.41  0.0006
C: 0.71 3.14 -1.94  -0.0017
O: 1.31 2.61 -0.75  0.0028
C: -0.48 3.89 -1.35  0.0132
C: -1.60 3.01 -0.72  -0.0167
O: -2.75 3.05 -1.44  0.0027
O: -1.30 1.67 -0.41  0.0575
H: 0.32 5.65 -0.23  -0.0007
H: 1.95 3.69 0.92  0.0002
H: 2.51 5.64 -0.91  0.0000
H: 3.45 4.15 -1.02  0.0000
H: 1.27 5.03 -2.91  0.0000
H: 2.45 3.73 -3.12  0.0001
H: 0.48 2.37 -2.66  0.0012
H: -0.98 4.55 -2.04  0.0019
N: 2.15 -1.65 2.33  -0.0003
C: 2.56 -2.74 1.52  -0.0001
C: 2.80 -3.97 2.10  0.0000
C: 3.23 -5.04 1.33  0.0001
C: 3.39 -4.88 -0.04  -0.0001
C: 3.12 -3.65 -0.63  0.0010
C: 2.71 -2.58 0.15  0.0007
S: 2.37 -1.01 -0.58  0.0025
N: 1.40 -0.27 0.59  0.0120
C: 1.44 -0.58 1.83  -0.0206
C: 0.79 0.29 2.85  0.0124
C: 1.29 0.36 4.14  0.0001
C: 0.69 1.24 5.04  -0.0002
C: -0.39 1.99 4.62  0.0008
C: -0.82 1.84 3.31  0.0032
N: -0.24 1.03 2.44  0.0036
H: 2.01 -1.86 3.29  -0.0001
H: 2.66 -4.09 3.17  0.0000
H: 3.43 -6.00 1.79  0.0000
H: 3.74 -5.71 -0.65  0.0000
H: 3.24 -3.51 -1.70  0.0000
H: 2.15 -0.22 4.45  0.0000
H: 1.09 1.34 6.04  0.0000
H: -0.87 2.70 5.28  0.0000
H: -1.67 2.40 2.95  -0.0005
C: -0.14 -1.91 -4.62  -0.0003
C: -1.35 -1.61 -3.74  -0.0063
O: -2.60 -1.95 -4.38  0.0007
P: -1.37 -2.63 -2.21  0.0048
O: -2.83 -2.40 -1.64  -0.0005
O: -1.45 -4.15 -2.72  0.0000
O: -0.34 -2.48 -1.16  0.0005
P: -1.33 0.18 -3.21  0.0045
O: -2.64 0.46 -2.50  0.0039
O: -0.87 1.08 -4.28  0.0010
O: -0.23 -0.03 -2.04  -0.0022
H: -0.17 -2.95 -4.97  0.0000
H: 0.78 -1.74 -4.06  -0.0004
H: -0.15 -1.24 -5.47  0.0000
H: -2.96 -1.15 -4.79  -0.0001
H: -3.47 -2.23 -2.36  -0.0005
H: -0.57 -4.56 -2.76  0.0001
H: -2.89 2.17 -1.86  -0.0006
C: -1.66 -2.89 1.93  -0.0021
C: -2.50 -1.72 1.45  0.0083
C: -3.15 -0.97 2.59  -0.0020
O: -1.70 -0.85 0.64  -0.0321
H: -2.30 -3.61 2.46  0.0001
H: -0.89 -2.53 2.63  -0.0001
H: -1.17 -3.38 1.09  -0.0001
H: -3.28 -2.11 0.81  -0.0019
H: -2.41 -0.69 3.35  0.0001
H: -3.90 -1.61 3.06  -0.0002
H: -3.63 -0.06 2.23  -0.0002

As for the spin multiplicity: 2. As for the LUMO energy (spin up / spin down): -0.57 / -0.37 eV.


2.
Molecular formula: C25H31N5O5PY
Method: DFT, the ωB97M-V functional and the def2-TZVPD basis

Last column: natural (NBO) charge in e.
Element x y z (Å)
Y: -2.23 0.30 -0.29  2.0808
N: -4.41 1.44 0.06  -0.9051
C: -5.27 0.23 0.14  -0.3117
C: -5.03 -0.58 -1.14  0.6522
O: -5.94 -0.73 -1.94  -0.6377
N: -3.74 -0.98 -1.29  -0.8734
C: -3.32 -1.18 -2.68  -0.3596
C: -2.40 -0.03 -3.17  0.7876
O: -1.75 -0.16 -4.19  -0.6496
O: -2.37 1.03 -2.39  -0.9090
H: -4.75 2.06 -0.66  0.3909
H: -4.41 1.94 0.96  0.4188
H: -4.99 -0.32 1.03  0.2278
H: -6.33 0.48 0.18  0.2125
H: -2.77 -2.12 -2.82  0.2072
H: -4.18 -1.21 -3.34  0.2564
O: -3.02 2.38 2.80  -0.6442
C: -2.29 1.42 2.61  0.7890
O: -2.63 0.35 1.95  -0.8821
C: -0.84 1.41 3.09  -0.8155
P: 0.08 0.46 1.80  0.8506
C: 1.76 1.18 1.70  -0.3247
C: 2.00 2.53 1.96  -0.2152
C: 3.25 3.08 1.71  -0.2030
C: 4.27 2.30 1.20  -0.2368
C: 4.04 0.96 0.92  -0.1513
C: 2.79 0.41 1.17  -0.2418
C: 0.38 -1.15 2.60  -0.3521
C: -0.33 -2.26 2.17  -0.1854
C: -0.16 -3.50 2.79  -0.2004
C: 0.72 -3.62 3.85  -0.1973
C: 1.43 -2.51 4.29  -0.2285
C: 1.26 -1.28 3.68  -0.1365
H: -0.78 0.90 4.06  0.2594
H: -0.49 2.43 3.22  0.2464
H: 1.21 3.16 2.35  0.2162
H: 3.42 4.13 1.93  0.2201
H: 5.25 2.73 1.01  0.2184
H: 4.83 0.34 0.52  0.2074
H: 2.62 -0.64 0.95  0.2188
H: -1.03 -2.17 1.35  0.2104
H: -0.72 -4.35 2.44  0.2194
H: 0.86 -4.58 4.33  0.2182
H: 2.12 -2.60 5.13  0.2175
H: 1.81 -0.42 4.03  0.2097
C: 2.10 2.10 -2.96  -0.4255
C: 1.17 2.48 -1.82  -0.2152
N: 0.22 1.41 -1.55  -0.6781
C: 0.63 0.08 -1.66  0.6718
N: -0.24 -0.80 -1.26  -0.7124
C: 0.03 -2.22 -1.44  -0.2252
C: 1.06 -2.46 -2.54  -0.4174
C: 2.27 -1.60 -2.25  -0.2011
N: 1.86 -0.21 -2.14  -0.4348
C: 2.81 0.82 -2.56  -0.1969
H: 2.84 2.88 -3.14  0.2222
H: 1.52 1.94 -3.87  0.2224
H: 0.60 3.38 -2.05  0.2174
H: 1.75 2.68 -0.92  0.1982
H: -0.65 1.51 -2.09  0.4530
H: -0.90 -2.73 -1.67  0.2133
H: 0.40 -2.65 -0.50  0.1893
H: 0.63 -2.18 -3.50  0.2289
H: 1.34 -3.52 -2.57  0.2202
H: 3.00 -1.67 -3.06  0.2092
H: 2.77 -1.93 -1.33  0.1853
H: 3.37 0.41 -3.41  0.2059
H: 3.52 1.02 -1.75  0.1947

As for the spin multiplicity: 1. As for the LUMO energy: 0.31 eV.


3.
Molecular formula: C25H31N7Rh
Method: DFT, the ωB97M-V functional and the def2-TZVPD basis

Last column: natural (NBO) charge in e.
Element x y z (Å)
Rh: 0.09 0.41 0.05  0.9936
C: -2.28 0.89 1.47  -0.2536
N: -1.12 1.73 1.03  -0.3416
C: -1.62 2.76 0.06  -0.2713
C: -0.61 2.98 -1.02  0.2021
C: -0.53 4.13 -1.77  -0.2066
C: 0.40 4.21 -2.79  -0.0827
C: 1.25 3.14 -3.02  -0.2133
C: 1.13 2.02 -2.23  0.0611
N: 0.20 1.93 -1.26  -0.3895
C: -0.35 2.33 2.16  -0.2685
C: 1.15 2.25 1.94  0.2054
C: 2.03 3.03 2.66  -0.2120
C: 3.39 2.86 2.49  -0.0826
C: 3.85 1.91 1.58  -0.2159
C: 2.92 1.16 0.89  0.0565
N: 1.60 1.32 1.07  -0.4431
C: -2.71 0.01 0.32  0.1898
C: -4.01 -0.42 0.16  -0.2133
C: -4.31 -1.24 -0.93  -0.0905
C: -3.31 -1.57 -1.83  -0.2102
C: -2.03 -1.09 -1.61  0.0618
N: -1.73 -0.33 -0.55  -0.4493
H: -3.10 1.52 1.82  0.2513
H: -1.94 0.29 2.31  0.2341
H: -1.87 3.68 0.57  0.2522
H: -2.54 2.38 -0.39  0.2518
H: -1.20 4.96 -1.56  0.2619
H: 0.47 5.10 -3.40  0.2684
H: 2.00 3.17 -3.79  0.2696
H: 1.79 1.16 -2.34  0.2221
H: -0.61 1.81 3.08  0.2515
H: -0.64 3.37 2.30  0.2514
H: 1.65 3.77 3.36  0.2610
H: 4.10 3.47 3.04  0.2682
H: 4.91 1.75 1.42  0.2698
H: 3.22 0.42 0.16  0.2315
H: -4.77 -0.12 0.86  0.2625
H: -5.32 -1.59 -1.08  0.2687
H: -3.51 -2.18 -2.70  0.2674
H: -1.22 -1.30 -2.29  0.2220
C: -0.84 -3.49 1.70  -0.4341
C: -0.29 -2.23 2.33  -0.2150
N: 0.42 -1.38 1.31  -0.5992
C: 0.88 -2.03 0.11  0.6412
N: 1.26 -1.12 -0.75  -0.5595
C: 1.75 -1.56 -2.07  -0.2350
C: 1.24 -2.95 -2.43  -0.4296
C: 1.41 -3.92 -1.28  -0.2142
N: 0.83 -3.34 -0.05  -0.3730
C: 0.28 -4.22 0.99  -0.2152
H: -1.66 -3.27 1.00  0.2182
H: -1.25 -4.13 2.49  0.2749
H: 0.43 -2.51 3.09  0.2299
H: -1.06 -1.62 2.80  0.2184
H: 1.26 -1.04 1.77  0.4278
H: 2.84 -1.54 -2.05  0.2261
H: 1.42 -0.85 -2.82  0.2178
H: 1.77 -3.32 -3.31  0.2718
H: 0.18 -2.91 -2.69  0.2069
H: 2.46 -4.16 -1.09  0.2307
H: 0.89 -4.85 -1.48  0.2441
H: 1.06 -4.53 1.68  0.2275
H: -0.09 -5.11 0.48  0.2481

As for the spin multiplicity: 1. As for the LUMO energy: -8.68 eV. Its charge is +3.


4.
Molecular formula: C25H32Cl3IN4O4SV
Method: DFT, the ωB97M-V functional and the def2-TZVPD basis

Last column: Löwdin charge in e.
Element x y z (Å)
V: -1.51 0.57 -0.96  0.5703
C: -1.09 4.88 -2.10  0.0076
C: -1.34 4.60 -0.63  -0.2420
N: -1.45 5.58 0.26  0.1417
C: -1.68 5.42 1.58  -0.0770
C: -1.89 4.19 2.09  -0.1313
C: -2.05 4.08 3.59  -0.1864
O: -3.15 3.27 4.00  -0.0615
C: -1.81 3.06 1.18  -0.0282
C: -2.11 1.73 1.65  0.0053
N: -1.92 0.55 1.04  -0.0248
C: -2.23 -0.63 1.82  -0.2859
C: -2.20 -0.62 3.22  -0.0164
C: -2.57 -1.73 3.97  -0.0506
C: -2.96 -2.90 3.34  -0.0617
C: -2.92 -2.97 1.96  -0.1457
C: -2.55 -1.86 1.23  -0.5728
I: -2.39 -2.09 -0.83  1.3032
C: -1.45 3.32 -0.16  -0.2084
O: -1.19 2.28 -0.96  -0.2072
H: -0.65 5.87 -2.23  0.0873
H: -2.03 4.85 -2.65  0.0881
H: -0.44 4.12 -2.53  0.0776
H: -1.70 6.31 2.21  0.1270
H: -2.13 5.09 4.00  0.1231
H: -1.16 3.63 4.01  0.1307
H: -3.97 3.77 3.91  0.1035
H: -2.58 1.73 2.61  0.1030
H: -1.84 0.26 3.74  0.1192
H: -2.56 -1.66 5.05  0.1191
H: -3.27 -3.77 3.92  0.1182
H: -3.18 -3.89 1.44  0.1011
C: 4.43 -2.42 -2.76  -0.1101
C: 3.96 -1.54 -3.94  -0.2468
C: 2.88 -0.50 -3.61  -0.1969
C: 1.48 -1.04 -3.37  -0.1746
N: 1.34 -1.83 -2.11  0.0327
C: 1.21 -1.34 -0.88  -0.7326
S: 0.90 0.34 -0.58  0.7617
N: 1.31 -2.23 0.12  0.0308
C: 1.40 -1.94 1.57  -0.1921
C: 2.82 -1.61 2.02  -0.1924
C: 3.83 -2.73 1.77  -0.2604
C: 3.57 -3.99 2.59  -0.1039
H: 5.36 -2.93 -3.02  0.0755
H: 3.70 -3.20 -2.49  0.0524
H: 4.62 -1.81 -1.87  0.0742
H: 3.61 -2.18 -4.76  0.1103
H: 4.83 -1.00 -4.31  0.1078
H: 2.81 0.19 -4.45  0.1197
H: 3.18 0.08 -2.73  0.1053
H: 1.17 -1.70 -4.18  0.1316
H: 0.78 -0.23 -3.32  0.0753
H: 1.54 -2.81 -2.19  0.1318
H: 1.56 -3.17 -0.15  0.1432
H: 1.01 -2.81 2.09  0.1195
H: 0.75 -1.10 1.77  0.0788
H: 2.78 -1.39 3.09  0.1232
H: 3.13 -0.70 1.51  0.1067
H: 4.83 -2.34 2.01  0.1103
H: 3.86 -2.98 0.70  0.0907
H: 3.57 -3.76 3.66  0.0806
H: 4.35 -4.74 2.41  0.0756
H: 2.61 -4.46 2.34  0.0642
Cl: -5.11 1.99 -3.88  0.6637
C: -3.60 1.16 -4.17  -1.5242
Cl: -3.90 -0.33 -5.10  0.6427
Cl: -2.49 2.21 -5.06  0.6450
C: -2.90 0.72 -2.84  -0.7609
O: -3.46 0.87 -1.73  -0.0804
O: -1.71 0.19 -2.91  -0.2040

As for the spin multiplicity: 1. As for the LUMO energy (spin up / spin down): -3.64 / -3.63 eV. Its charge is +1.


no.,molecular weight (u),energy (eV)
1,726.490,-112623.4271
2,601.433,-54454.4682
3,532.478,-39845.1729
4,768.829,-122781.7361